Entry 1:
{"formula": "C2H3InN", "method": "ωB97M-V/def2-TZVPD", "elements": ["In", "C", "C", "N", "H", "H", "H"], "xyz": [[-17.11212, 17.95179, -14.08522], [-14.46631, 15.91130, -18.24001], [-14.79915, 16.79677, -17.10809], [-15.04110, 17.54173, -16.20684], [-14.54762, 14.89322, -17.85921], [-13.42813, 16.14913, -18.47178], [-15.17348, 16.01623, -19.06280]], "forces_ev_per_angstrom": [[0.5, -0.1, -0.4], [-2.4, 3.1, 1.9], [0.3, -3.3, -3.4], [-0.7, 1.7, 1.9], [0.8, -1.5, 0.6], [1.6, -0.4, -0.4], [0.0, 0.4, -0.3]], "charge": 3, "lumo_energy_ev": -22.57, "de_lowest_kj_mol": 86.3}

=====

Entry 2:
{"formula": "C2H5NdO3", "method": "ωB97M-V/def2-TZVPD", "elements": ["H", "O", "O", "C", "H", "Nd", "O", "C", "H", "H", "H"], "xyz": [[-4.26323, 0.95386, 0.31499], [-2.79808, -0.22752, 0.99186], [-2.04548, 0.48331, -0.00508], [-4.11443, 0.10185, 0.99288], [-4.70771, -0.81859, 0.99617], [-1.14002, 1.83612, 1.62113], [-2.88761, 2.58717, 3.19898], [-4.06162, 2.21698, 3.53440], [-4.76263, 3.01759, 3.82785], [-4.53310, 0.80791, 2.12932], [-4.10931, 1.36582, 4.23707]], "forces_ev_per_angstrom": [[-0.6, -1.0, -0.5], [3.0, 0.7, 0.6], [0.1, 1.4, 2.0], [-2.6, 2.9, 2.3], [-0.2, 0.5, -0.3], [-1.9, -1.8, -0.8], [-1.2, -1.4, -1.7], [3.0, 1.6, 3.4], [-0.5, -0.2, -1.5], [1.3, -2.1, -2.5], [-0.4, -0.6, -1.1]], "charge": 2, "s_squared": 3.989, "lumo_energy_ev": [-12.13, -9.85], "de_lowest_kj_mol": 181.4, "multiplicity": 4}

=====

Entry 3:
{"formula": "C11H22N6O5Rh", "method": "ωB97M-V/def2-TZVPD", "elements": ["O", "H", "Rh", "N", "N", "O", "O", "C", "C", "C", "C", "H", "H", "H", "H", "H", "H", "H", "H", "O", "H", "H", "C", "H", "H", "H", "O", "H", "H", "N", "C", "C", "N", "C", "C", "N", "C", "C", "N", "H", "H", "H", "H", "H", "H"], "xyz": [[2.70399, 1.45562, -2.07394], [3.21749, 1.94774, -2.74707], [0.49081, 0.61646, -0.62221], [-1.26557, -0.01218, -1.03742], [0.84849, -0.84963, -1.88740], [-2.49012, 0.18730, -0.43351], [2.13262, -1.21150, -2.31430], [-1.40803, -0.67981, -2.20155], [-0.18014, -1.19186, -2.68796], [-2.78257, -1.00294, -2.63566], [0.10677, -1.91329, -3.94886], [-3.46898, -0.15871, -2.67374], [-3.25515, -1.76675, -2.01515], [-2.77308, -1.43016, -3.63757], [1.02003, -2.49998, -3.81304], [0.30452, -1.21417, -4.77942], [-0.70533, -2.59194, -4.23139], [-2.32298, 0.44844, 0.52414], [2.67583, -0.37895, -2.14778], [1.12821, -2.31754, 1.16364], [0.38052, -2.92587, 1.02748], [1.34287, -2.01881, 0.25408], [1.39157, 2.30141, -1.75034], [1.56628, 2.91610, -0.86063], [0.42161, 1.73739, -1.93516], [1.38216, 2.97921, -2.61208], [-2.74773, 3.12399, 1.67450], [-2.47625, 3.70907, 0.92348], [-1.88040, 2.69183, 1.81337], [1.88957, 0.56409, 3.30313], [2.99997, 1.15102, 2.72403], [2.66762, 1.37685, 1.41856], [1.39017, 0.87014, 1.20692], [0.91172, 0.40830, 2.37287], [-0.38048, -0.18532, 2.65231], [-1.58797, 0.02854, 2.11408], [-2.48482, -0.74043, 2.83059], [-1.81478, -1.44252, 3.80553], [-0.49263, -1.07037, 3.69203], [1.81951, 0.26642, 4.27254], [3.92800, 1.32902, 3.23751], [3.24250, 1.86189, 0.64025], [-3.55154, -0.72908, 2.64594], [-2.17657, -2.14097, 4.54341], [0.28228, -1.49801, 4.20583]], "forces_ev_per_angstrom": [[-2.0, 1.7, 0.7], [-0.5, -0.2, 0.5], [1.7, 0.0, 3.0], [-3.9, -1.0, -0.8], [1.2, -1.4, -1.1], [-0.5, 0.9, 1.0], [0.9, 0.9, 0.2], [0.1, -0.3, 1.0], [0.1, 0.6, 0.0], [-0.4, -0.8, -1.2], [0.0, -0.4, -0.4], [0.3, 0.2, 0.2], [0.1, 0.1, 0.3], [0.1, 0.0, -0.1], [-0.3, 0.1, -0.1], [-0.2, -0.2, 0.3], [0.1, 0.3, 0.0], [0.3, -0.4, -1.1], [-0.9, -1.2, -0.5], [-0.3, 0.0, -0.8], [0.4, 0.2, 0.1], [-0.1, -0.3, 0.5], [3.7, 0.4, -2.5], [-0.3, -0.4, 0.0], [0.2, 0.9, -0.6], [-0.4, 0.1, 0.3], [1.6, 0.4, -1.2], [-0.9, -0.4, 0.8], [-0.8, -0.1, 0.4], [-0.1, -0.2, 0.2], [-0.4, 0.0, -0.6], [-0.4, -0.5, 0.7], [-0.3, 0.5, 1.2], [1.4, 0.7, -0.8], [-1.5, -0.7, 0.6], [1.0, 0.1, 0.7], [0.8, -0.1, 0.3], [0.1, 0.5, -0.5], [0.1, -0.3, 0.2], [0.1, 0.3, -0.4], [-0.1, 0.0, 0.2], [-0.1, -0.3, 0.1], [0.3, 0.0, -0.2], [0.2, 0.1, 0.0], [-0.6, 0.2, -0.4]], "charge": 1, "s_squared": 6.017, "lumo_energy_ev": [-2.70, -4.67], "de_lowest_kj_mol": 162.1, "multiplicity": 5}

=====

Entry 4:
{"formula": "C5H16N3", "method": "ωB97M-V/def2-TZVPD", "elements": ["C", "C", "H", "H", "H", "H", "H", "H", "C", "C", "C", "N", "N", "N", "H", "H", "H", "H", "H", "H", "H", "H", "H", "H"], "xyz": [[-0.71596, 2.55326, -1.30757], [0.72875, 2.42151, -1.78991], [-1.15444, 1.63764, -0.88610], [-0.73896, 3.13057, -0.38268], [-1.43455, 2.99987, -1.98791], [0.86680, 1.68723, -2.58330], [1.27343, 2.23921, -0.86397], [1.08398, 3.33517, -2.23755], [-0.85588, -0.63643, 1.34829], [-1.08946, -0.76750, 2.82915], [0.72048, -1.68484, -0.25578], [0.27232, -1.50968, 0.97411], [0.23223, -0.96883, -1.25571], [1.74484, -2.51208, -0.46559], [-1.71874, -0.96351, 0.76671], [-0.67729, 0.38966, 1.01722], [-1.40853, -1.79640, 3.00559], [-1.88189, -0.08161, 3.13898], [0.74981, -1.87081, 1.78350], [-0.42912, -0.22061, -1.14640], [0.54552, -1.21307, -2.18059], [1.91696, -3.25350, 0.18917], [2.30890, -2.38471, -1.28726], [-0.33920, -0.53056, 3.57761]], "forces_ev_per_angstrom": [[-0.3, 0.1, 0.8], [-0.8, 0.0, 0.3], [0.0, -0.4, -0.6], [0.1, 0.6, -0.2], [0.1, -0.1, -0.2], [0.1, -0.4, 0.3], [0.7, -0.3, -0.5], [0.1, 0.5, 0.1], [0.5, 0.1, -0.6], [-1.3, -0.1, 0.5], [0.3, 0.7, 0.9], [-0.7, 0.4, 0.4], [0.2, -0.4, -0.5], [-0.2, -0.1, -0.2], [-0.3, -0.1, 0.3], [0.3, 0.1, 0.2], [-0.2, 0.1, 0.3], [-0.3, -0.3, -0.3], [0.4, -0.3, -0.3], [0.0, 0.1, 0.1], [-0.2, 0.2, -0.1], [0.3, 0.0, -0.1], [0.1, -0.4, 0.0], [0.9, 0.0, -0.6]], "charge": 1, "lumo_energy_ev": -2.90, "de_lowest_kj_mol": 42.1}